One molecule with the formula C5H8O. Source: the OMol25 dataset; level of theory: ωB97M-V/def2-TZVPD.

Structure (XYZ):
```
14
Properties=species:S:1:pos:R:3:forces:R:3:lowdin_charge:R:1
C 1.68071 -0.05175 -0.12849 0.55 -1.11 1.47 -0.036
C 0.62874 0.34593 0.85994 -0.21 0.10 0.31 -0.258
C -0.72731 0.85050 0.41318 -0.10 0.04 -0.24 -0.161
C -1.34635 -0.12285 -0.56996 -0.21 -0.34 -0.49 -0.277
O -0.49206 -0.53778 -1.61035 0.28 -0.23 -1.80 -0.102
C 1.06665 -1.02842 0.48711 1.04 0.53 0.10 -0.004
H 0.44443 -0.27912 -1.58377 -1.07 0.01 0.48 0.050
H 2.64433 0.17661 -0.53545 0.01 0.30 -0.46 0.104
H 0.96569 0.70122 1.83425 -0.11 0.19 0.00 0.118
H -0.62892 1.83678 -0.05141 -0.04 0.00 0.06 0.114
H -1.39768 0.94791 1.27368 0.08 0.04 -0.07 0.114
H -2.21459 0.26297 -1.10963 -0.18 0.37 0.49 0.113
H -1.68652 -1.04998 -0.08862 0.07 0.24 0.38 0.115
H 1.06289 -2.05204 0.80952 -0.08 -0.13 -0.22 0.111
```
Positions in Å, forces in eV/Å.

Output
strongest force on any atom: 0.037 hartree/bohr
E_tot: -7358.568 eV
E_HOMO: -9.055 eV
spin multiplicity: 1
orbital gap: 0.37276 Ha
ΔE to the lowest compared entry with this formula, charge and spin: 85.0 kcal/mol
charge: 0